Record 1
Density functional theory data (the ωB97M-V functional and the def2-TZVPD basis) for a cluster of 3 separate species, C4H14N2O2 in total in a non-equilibrium geometry.

XYZ file:
```
22
C4H14N2O2 the ωB97M-V functional and the def2-TZVPD basis
C -0.978 2.361 2.040
C -0.046 1.994 0.940
C -0.704 1.033 -0.158
N 0.346 1.919 -2.902
C 0.849 0.962 -2.021
N 0.409 0.510 -0.932
H -0.686 3.295 2.596
H -1.956 2.734 1.688
H -1.125 1.643 2.860
H 0.503 2.744 0.329
H 0.823 1.424 1.259
H -1.312 1.827 -0.716
H -1.170 0.109 0.176
H 0.947 2.535 -3.421
H -0.555 2.300 -2.664
H 1.682 0.439 -2.484
H -0.736 -6.700 -0.327
H -0.103 -5.335 -0.516
O 0.108 -6.244 -0.237
H 0.421 -2.044 2.234
H -0.030 -0.593 1.944
O 0.288 -1.182 2.645
```

The energy relative to the best compared isomer or geometry (same formula, charge and spin) is 25.2 kcal per mole. The total charge is -1. The maximum force comes out at 2.95 eV Å⁻¹. The electronic energy is -420.7094 hartree. As for the spin multiplicity: 2.

Here are the Löwdin charges for atoms 1 to 6, given in e:
1 C -0.178
2 C -0.306
3 C -0.333
4 N 0.037
5 C -0.454
6 N -0.014

***

Record 2
Density functional theory data (the ωB97M-V functional and the def2-TZVPD basis) for a cluster of 2 separate species, C4H14NO in total in a non-equilibrium geometry.

XYZ file:
```
20
C4H14NO the ωB97M-V functional and the def2-TZVPD basis
C -0.580 -0.284 1.048
C 0.554 -1.110 0.471
C 1.958 -0.496 0.480
C 2.330 0.218 -0.842
N -0.954 0.851 0.156
H -0.447 0.085 2.066
H -1.477 -0.889 1.184
H 0.274 -1.201 -0.594
H 0.503 -2.148 0.789
H 2.674 -1.314 0.567
H 2.168 0.169 1.317
H 1.687 1.095 -1.013
H 3.274 0.742 -0.687
H 2.334 -0.477 -1.670
H -0.271 0.978 -0.601
H -1.909 0.672 -0.275
H -0.839 1.793 0.541
H -4.003 -0.271 -1.214
H -3.900 1.187 -0.784
O -3.376 0.398 -0.938
```

The energy relative to the best compared isomer or geometry (same formula, charge and spin) is 16.0 kcal per mole. The total charge is +1. The maximum force comes out at 1.71 eV Å⁻¹. The electronic energy is -290.5497 hartree.

Here are the Löwdin charges for atoms 1 to 6, given in e:
1 C -0.157
2 C -0.189
3 C -0.236
4 C -0.096
5 N 0.169
6 H 0.134

***

Record 3
Density functional theory data (the ωB97M-V functional and the def2-TZVPD basis) for the molecule C10H14O2S2 in a non-equilibrium geometry.

XYZ file:
```
28
C10H14O2S2 the ωB97M-V functional and the def2-TZVPD basis
C -1.367 0.304 1.473
C -0.513 -1.955 0.346
C -1.305 0.847 2.712
C -1.592 -1.175 1.211
C -1.165 1.074 0.155
C -0.075 -1.386 -0.857
C 1.362 1.513 0.392
C 2.314 -1.473 -1.915
C -0.024 2.082 0.166
C 0.875 -1.952 -1.933
O -0.151 -3.106 0.662
O -2.320 3.323 -0.928
S -0.942 0.119 -1.409
S -2.830 2.145 -0.249
H -1.337 2.000 2.704
H -1.293 0.216 3.499
H -1.747 -1.771 2.070
H -2.535 -1.339 0.579
H 1.591 1.180 1.415
H 2.110 2.229 0.279
H 1.769 0.648 -0.135
H 2.405 -0.420 -1.969
H 2.756 -1.895 -2.783
H 2.869 -1.807 -0.983
H -0.095 2.754 -0.837
H -0.257 2.884 0.955
H 1.066 -3.067 -1.633
H 0.431 -1.974 -2.986
```

The energy relative to the best compared isomer or geometry (same formula, charge and spin) is 66.6 kcal per mole. The maximum force comes out at 6.00 eV Å⁻¹. The electronic energy is -1336.1398 hartree.

Here are the Löwdin charges for atoms 1 to 6, given in e:
1 C -0.326
2 C -0.424
3 C 0.092
4 C -0.081
5 C -0.774
6 C -0.373

***

Record 4
Density functional theory data (the ωB97M-V functional and the def2-TZVPD basis) for the ion C5H10NO with charge +1 in a non-equilibrium geometry.

XYZ file:
```
17
C5H10NO the ωB97M-V functional and the def2-TZVPD basis
C -1.450 0.128 -1.540
C 1.090 0.792 0.927
C 0.161 1.011 -0.037
C 1.895 1.909 1.466
C -1.267 -2.489 -0.445
N -0.622 0.043 -0.577
O -0.447 -1.441 -0.028
H -1.965 -0.697 -1.897
H -1.843 0.953 -2.141
H 1.142 -0.278 1.328
H -0.113 1.901 -0.441
H 1.811 2.679 0.809
H 1.472 2.127 2.393
H 2.984 1.567 1.830
H -2.312 -2.017 -0.389
H -1.088 -3.394 0.267
H -0.912 -2.763 -1.503
```

The energy relative to the best compared isomer or geometry (same formula, charge and spin) is 132.6 kcal per mole. The total charge is +1. The maximum force comes out at 5.83 eV Å⁻¹. As for the SMILES: C=[N+](/C=C/C)OC. The electronic energy is -326.0704 hartree.

Here are the Löwdin charges for atoms 1 to 6, given in e:
1 C 0.177
2 C -0.029
3 C -0.069
4 C -0.050
5 C -0.084
6 N -0.005

***

Record 5
Density functional theory data (the ωB97M-V functional and the def2-TZVPD basis) for a structure of composition C37H41GeI2N3O2PRuS in a non-equilibrium geometry.

XYZ file:
```
89
C37H41GeI2N3O2PRuS the ωB97M-V functional and the def2-TZVPD basis
Ru 0.569 0.353 0.166
I -2.422 -3.242 3.002
C -2.128 -1.209 3.398
C -2.735 -0.624 4.469
C -2.561 0.751 4.687
I -3.470 1.566 6.398
C -1.791 1.570 3.823
C -1.637 2.962 3.943
C -0.783 3.638 3.050
C -0.138 2.933 2.075
N -0.314 1.595 1.894
C -1.126 0.926 2.743
C -1.275 -0.474 2.502
O -0.677 -1.028 1.517
H -3.345 -1.213 5.138
H -2.167 3.497 4.717
H -0.635 4.706 3.133
H 0.567 3.415 1.406
O 2.881 -0.325 -1.471
C 1.871 0.333 -1.554
C 1.496 1.109 -2.740
C 2.412 1.222 -3.797
C 2.119 1.994 -4.898
C 0.896 2.656 -4.979
C -0.037 2.510 -3.967
C 0.246 1.735 -2.846
P -0.904 1.444 -1.463
C -1.927 2.961 -1.587
C -3.100 3.017 -2.336
C -3.723 4.237 -2.562
C -3.186 5.403 -2.039
C -2.025 5.352 -1.281
C -1.397 4.137 -1.059
C -2.078 0.183 -2.064
C -2.099 -0.288 -3.371
C -3.063 -1.208 -3.757
C -4.004 -1.658 -2.843
C -3.969 -1.206 -1.529
C -3.003 -0.295 -1.138
H 3.347 0.683 -3.708
H 2.835 2.082 -5.706
H 0.669 3.281 -5.833
H -0.995 3.006 -4.055
H -3.523 2.116 -2.760
H -4.629 4.271 -3.153
H -3.669 6.354 -2.224
H -1.605 6.258 -0.864
H -0.477 4.092 -0.487
H -1.360 0.059 -4.083
H -3.082 -1.573 -4.776
H -4.766 -2.360 -3.153
H -4.688 -1.572 -0.808
H -2.947 0.042 -0.108
C 2.624 2.176 3.981
Ge 2.654 0.350 3.228
C 4.496 -0.345 3.500
C 1.382 -0.730 4.294
C 2.372 0.275 1.295
H 3.165 2.171 4.929
H 1.602 2.505 4.172
H 3.103 2.896 3.317
H 4.840 -0.138 4.515
H 5.180 0.143 2.803
H 4.555 -1.422 3.332
H 1.809 -0.975 5.267
H 1.116 -1.658 3.784
H 0.472 -0.152 4.461
H 2.760 -0.696 0.970
H 3.002 1.046 0.839
C 0.747 -5.815 0.987
C 1.487 -4.528 1.352
N 0.952 -3.375 0.648
C 1.122 -3.114 -0.648
S 0.149 -1.948 -1.427
N 2.059 -3.791 -1.323
C 2.392 -3.581 -2.724
C 1.533 -4.433 -3.654
H 1.174 -6.672 1.509
H 0.788 -5.998 -0.088
H -0.302 -5.726 1.269
H 2.557 -4.622 1.147
H 1.381 -4.330 2.417
H 0.206 -2.843 1.091
H 2.502 -4.570 -0.863
H 3.448 -3.824 -2.853
H 2.259 -2.524 -2.944
H 1.598 -5.487 -3.377
H 1.870 -4.324 -4.685
H 0.493 -4.115 -3.586
```

The maximum force comes out at 2.64 eV Å⁻¹. The electronic energy is -5255.9213 hartree. As for the spin multiplicity: 6.

Here are the Löwdin charges for atoms 1 to 6, given in e:
1 Ru 1.007
2 I 0.932
3 C -0.625
4 C -0.247
5 C -0.613
6 I 0.931

***

Record 6
Density functional theory data (the ωB97M-V functional and the def2-TZVPD basis) for a structure of composition C3H3FeO2 in a non-equilibrium geometry.

XYZ file:
```
9
C3H3FeO2 the ωB97M-V functional and the def2-TZVPD basis
O -0.259 -0.828 -0.689
C -0.585 -1.894 -0.999
O -0.892 -2.929 -1.426
Fe -1.049 -5.107 -1.378
C 0.568 1.425 1.150
C 0.501 2.571 0.620
H 0.707 0.558 1.792
H 0.836 3.364 1.320
H 0.173 2.840 -0.390
```

The energy relative to the best compared isomer or geometry (same formula, charge and spin) is 0.0 kcal per mole. The total charge is +3. The maximum force comes out at 8.05 eV Å⁻¹. The electronic energy is -1528.7561 hartree. As for the spin multiplicity: 7.

Here are the Löwdin charges for atoms 1 to 6, given in e:
1 O 0.337
2 C -0.264
3 O 0.149
4 Fe 1.777
5 C 0.334
6 C 0.228

***

Record 7
Density functional theory data (the ωB97M-V functional and the def2-TZVPD basis) for a structure of composition C24H48O24 in a non-equilibrium geometry.

XYZ file:
```
96
C24H48O24 the ωB97M-V functional and the def2-TZVPD basis
C 2.412 -0.307 -0.105
O 1.231 0.116 0.524
C 1.117 0.085 1.867
O 1.914 -0.588 2.528
O -0.085 0.558 2.286
C -1.185 0.900 1.389
H 2.456 -0.056 -1.165
H 2.430 -1.393 -0.013
H 3.280 0.099 0.414
H -2.063 0.279 1.569
H -0.969 0.651 0.350
H -1.408 1.958 1.526
C -7.046 1.890 0.469
O -6.176 0.793 0.121
C -4.881 0.938 0.418
O -4.265 2.038 0.524
O -4.265 -0.273 0.530
C -2.841 -0.396 0.747
H -7.454 2.294 -0.457
H -6.611 2.726 1.017
H -7.683 1.421 1.218
H -2.489 -1.296 0.244
H -2.664 -0.579 1.807
H -2.378 0.451 0.240
C -6.133 -1.078 3.454
O -4.762 -0.789 3.277
C -4.461 0.568 3.186
O -5.236 1.517 3.026
O -3.057 0.673 3.158
C -2.590 2.026 2.967
H -6.742 -0.757 2.610
H -6.542 -0.674 4.380
H -6.249 -2.160 3.528
H -2.961 2.687 3.751
H -2.865 2.334 1.959
H -1.502 1.968 2.948
C 6.366 0.859 -5.634
O 5.725 1.468 -4.535
C 4.786 0.768 -3.879
O 4.180 -0.210 -4.338
O 4.501 1.441 -2.793
C 3.446 1.093 -1.915
H 7.018 1.627 -6.053
H 5.593 0.560 -6.340
H 6.892 -0.069 -5.409
H 2.495 1.298 -2.407
H 3.327 1.808 -1.102
H 3.484 0.129 -1.407
C -3.039 2.198 7.294
O -2.303 2.584 6.157
C -1.396 1.769 5.558
O -1.061 0.627 5.990
O -0.924 2.432 4.509
C 0.130 1.894 3.697
H -3.478 1.244 6.999
H -3.762 2.967 7.565
H -2.435 2.115 8.197
H -0.290 1.206 2.963
H 0.852 1.343 4.300
H 0.707 2.715 3.271
C 1.471 -0.345 -3.620
O 1.280 -1.557 -2.883
C 2.038 -1.958 -1.984
O 3.089 -1.348 -1.611
O 1.519 -3.118 -1.508
C 2.016 -3.739 -0.366
H 2.396 -0.348 -4.195
H 1.515 0.484 -2.913
H 0.558 -0.278 -4.211
H 3.043 -4.016 -0.605
H 1.510 -4.649 -0.044
H 2.077 -3.088 0.506
C 5.117 -2.701 -3.940
O 4.850 -2.596 -2.548
C 5.276 -1.579 -1.841
O 5.806 -0.592 -2.315
O 5.093 -1.882 -0.520
C 5.305 -0.916 0.492
H 4.293 -2.329 -4.549
H 5.360 -3.696 -4.312
H 6.040 -2.163 -4.157
H 4.466 -0.220 0.470
H 6.243 -0.362 0.462
H 5.203 -1.483 1.417
C -0.665 0.731 -1.243
O -0.982 0.000 -2.402
C -2.081 -0.777 -2.570
O -2.866 -1.044 -1.665
O -2.187 -1.077 -3.881
C -3.155 -1.971 -4.368
H -0.514 0.024 -0.427
H -1.342 1.462 -0.801
H 0.281 1.269 -1.311
H -4.152 -1.557 -4.219
H -3.055 -2.944 -3.887
H -2.938 -2.127 -5.424
```

The energy relative to the best compared isomer or geometry (same formula, charge and spin) is 613.4 kcal per mole. The maximum force comes out at 18.33 eV Å⁻¹. The electronic energy is -2748.1197 hartree.

Here are the Löwdin charges for atoms 1 to 6, given in e:
1 C -0.116
2 O -0.005
3 C -0.426
4 O 0.147
5 O 0.065
6 C -0.079

***

Record 8
Density functional theory data (the ωB97M-V functional and the def2-TZVPD basis) for the molecule C8H14 in a non-equilibrium geometry.

XYZ file:
```
22
C8H14 the ωB97M-V functional and the def2-TZVPD basis
C -3.576 0.812 1.025
C -2.378 0.491 1.815
C -1.185 1.165 1.279
C 0.793 0.361 -0.072
C -0.486 0.260 0.224
C 3.356 -1.684 -2.131
C 2.560 -1.083 -1.023
C 1.475 -0.323 -1.189
H -3.684 1.868 1.161
H -4.679 0.445 1.350
H -3.442 0.627 0.032
H -2.478 0.722 2.950
H -2.179 -0.620 1.638
H -0.593 1.645 2.108
H -1.364 1.918 0.588
H 1.493 1.012 0.507
H -1.124 -0.360 -0.441
H 3.553 -2.758 -1.920
H 4.212 -1.049 -2.351
H 2.848 -1.993 -3.014
H 3.022 -1.425 -0.043
H 1.055 -0.030 -2.132
```

The energy relative to the best compared isomer or geometry (same formula, charge and spin) is 68.3 kcal per mole. The maximum force comes out at 5.14 eV Å⁻¹. As for the SMILES: C/C=C/C=C/CCC. The electronic energy is -313.1086 hartree.

Here are the Löwdin charges for atoms 1 to 6, given in e:
1 C -0.142
2 C -0.326
3 C -0.230
4 C -0.151
5 C -0.104
6 C -0.132